{"formula": "C39H91N13O13", "method": "ωB97M-V/def2-TZVPD", "symbols": ["C", "C", "O", "N", "C", "H", "H", "H", "H", "H", "H", "H", "C", "C", "O", "N", "C", "H", "H", "H", "H", "H", "H", "H", "C", "C", "O", "N", "C", "H", "H", "H", "H", "H", "H", "H", "C", "C", "O", "N", "C", "H", "H", "H", "H", "H", "H", "H", "C", "C", "O", "N", "C", "H", "H", "H", "H", "H", "H", "H", "C", "C", "O", "N", "C", "H", "H", "H", "H", "H", "H", "H", "C", "C", "O", "N", "C", "H", "H", "H", "H", "H", "H", "H", "C", "C", "O", "N", "C", "H", "H", "H", "H", "H", "H", "H", "C", "C", "O", "N", "C", "H", "H", "H", "H", "H", "H", "H", "C", "C", "O", "N", "C", "H", "H", "H", "H", "H", "H", "H", "C", "C", "O", "N", "C", "H", "H", "H", "H", "H", "H", "H", "C", "C", "O", "N", "C", "H", "H", "H", "H", "H", "H", "H", "C", "C", "O", "N", "C", "H", "H", "H", "H", "H", "H", "H"], "positions_angstrom": [[3.830033, 1.808748, -1.224296], [3.663126, 1.380802, -2.701300], [2.782697, 1.880980, -3.431592], [4.619610, 0.555692, -3.272867], [4.761900, 0.286758, -4.709566], [4.199470, 2.831895, -1.293522], [4.421752, 1.118837, -0.622643], [2.848669, 1.864106, -0.753167], [5.335405, 0.282748, -2.614654], [5.388694, -0.599078, -4.812200], [5.246885, 1.115893, -5.224761], [3.794984, 0.085910, -5.170911], [-6.154657, 1.899118, -0.428984], [-5.151826, 1.257915, 0.516634], [-5.492411, 0.366607, 1.308918], [-3.967378, 1.912385, 0.555317], [-2.987504, 1.550419, 1.576384], [-7.171181, 1.813985, -0.044897], [-6.082214, 1.405706, -1.398209], [-5.967414, 2.965356, -0.556168], [-3.777704, 2.725597, -0.012862], [-2.502755, 0.586574, 1.421048], [-3.459119, 1.613407, 2.557057], [-2.183434, 2.285543, 1.610595], [-3.471465, -2.690626, 2.179980], [-3.420642, -1.919386, 3.495587], [-2.558384, -2.300434, 4.272492], [-4.329469, -0.963761, 3.625865], [-4.598010, -0.167815, 4.785191], [-4.169330, -2.233106, 1.478718], [-3.720985, -3.740107, 2.336300], [-2.470839, -2.735455, 1.750057], [-4.835351, -0.813209, 2.764746], [-5.607317, -0.392027, 5.130335], [-4.607093, 0.905959, 4.598009], [-3.870659, -0.367376, 5.572104], [2.108112, 4.952007, -2.275895], [2.692549, 5.375716, -3.651230], [3.104741, 6.541527, -3.777723], [2.694389, 4.554213, -4.672659], [3.129868, 4.816847, -6.001027], [1.484133, 5.734234, -1.843610], [2.867919, 4.904123, -1.495829], [1.542874, 4.020821, -2.314562], [2.589126, 3.576810, -4.440908], [3.414349, 3.878037, -6.476208], [4.103189, 5.300527, -6.083479], [2.304102, 5.285892, -6.536005], [2.596231, -2.889466, -2.348640], [1.061618, -3.140816, -2.350802], [0.298985, -2.305201, -1.944908], [0.664016, -4.333959, -2.787091], [-0.717720, -4.707164, -2.936496], [2.900870, -2.196314, -3.132762], [3.176022, -3.770509, -2.623801], [2.998872, -2.430423, -1.445729], [1.347302, -5.039705, -3.021924], [-1.365061, -3.984366, -3.433094], [-1.042774, -4.781373, -1.898746], [-0.854429, -5.696258, -3.373665], [0.213554, -4.772707, 0.738025], [0.240396, -5.594867, 1.984521], [-0.684472, -6.349331, 2.345144], [1.409811, -5.452334, 2.626931], [1.774159, -6.095780, 3.923226], [0.915580, -3.943252, 0.823258], [-0.736480, -4.255635, 0.603289], [0.488248, -5.285466, -0.183776], [2.124559, -4.814876, 2.306157], [2.714064, -6.626689, 3.772199], [1.049604, -6.857542, 4.211032], [1.929518, -5.384915, 4.734795], [0.872956, 3.774538, 3.164787], [2.093200, 2.882577, 3.484382], [3.000756, 3.205684, 4.257209], [2.211303, 1.703400, 2.789259], [3.341130, 0.819758, 2.966779], [0.814549, 4.083869, 2.121236], [0.864873, 4.705751, 3.731246], [-0.060766, 3.294313, 3.457443], [1.640835, 1.558805, 1.968426], [4.136300, 1.162139, 3.629042], [3.825155, 0.617890, 2.011240], [2.999411, -0.175196, 3.252057], [0.111594, 0.963397, -1.661345], [0.285940, 0.648532, -0.139064], [0.202042, 1.539056, 0.665041], [0.344689, -0.641668, 0.236228], [0.670849, -1.064681, 1.642702], [-0.886167, 0.648141, -1.966614], [0.815298, 0.274927, -2.129210], [0.390012, 1.972316, -1.965791], [0.132239, -1.348688, -0.453030], [1.700638, -1.421945, 1.645186], [-0.015684, -1.814584, 2.035646], [0.588451, -0.263046, 2.376658], [-1.339331, 5.095476, 0.075815], [-2.737993, 5.088049, -0.607269], [-3.207763, 4.054508, -1.026740], [-3.253913, 6.304081, -0.911183], [-4.423224, 6.534502, -1.719467], [-0.937275, 4.112151, -0.168183], [-1.374796, 5.392168, 1.124061], [-0.746016, 5.851051, -0.439158], [-2.796809, 7.132091, -0.556829], [-5.225171, 5.922717, -1.306312], [-4.077403, 6.429442, -2.747801], [-4.761138, 7.531357, -1.436266], [2.356368, -1.400595, 7.157348], [3.006544, -1.961683, 5.906344], [4.193358, -2.125181, 5.809582], [2.221605, -2.450209, 4.903643], [0.781865, -2.465633, 4.906581], [1.500188, -0.755674, 6.959542], [3.077354, -0.770642, 7.678338], [2.132803, -2.229386, 7.829081], [2.673023, -2.866060, 4.101530], [0.507066, -2.865445, 5.882672], [0.460628, -3.235780, 4.205315], [0.388089, -1.499952, 4.589572], [-3.492185, 1.474618, -3.078861], [-2.531096, 2.256992, -4.010626], [-2.241903, 1.831864, -5.136178], [-1.936561, 3.268281, -3.384895], [-1.076494, 4.145072, -4.137182], [-3.355862, 0.411165, -3.275307], [-4.521836, 1.796796, -3.234214], [-3.213490, 1.617773, -2.034860], [-2.312252, 3.570446, -2.497403], [-0.688058, 4.960782, -3.527396], [-1.609294, 4.734222, -4.883581], [-0.251754, 3.587864, -4.581512], [5.347463, -2.101191, 1.588275], [4.484744, -3.315746, 1.525517], [3.480033, -3.429274, 2.290133], [4.730924, -4.138256, 0.474397], [3.962076, -5.362297, 0.069238], [6.165727, -2.253300, 0.884435], [5.781350, -2.078695, 2.587943], [4.713047, -1.245330, 1.357811], [5.360400, -3.812311, -0.245065], [3.068116, -5.149352, -0.516936], [3.662884, -6.097977, 0.815791], [4.662130, -5.815119, -0.632889], [-4.931710, -2.715909, -3.136429], [-5.205816, -1.814929, -1.927985], [-6.349056, -1.482943, -1.631011], [-4.146332, -1.524016, -1.104320], [-2.714112, -1.839585, -1.304548], [-3.974700, -3.218975, -3.274840], [-5.011345, -2.060197, -4.003489], [-5.807440, -3.358036, -3.230637], [-4.498009, -0.957961, -0.345367], [-2.304158, -2.522448, -0.560417], [-2.212721, -0.873873, -1.240391], [-2.404276, -2.245156, -2.267677]], "forces_ev_per_angstrom": [[-0.68, -0.63, -1.05], [0.27, 0.17, -1.97], [0.69, -0.50, 1.12], [-1.04, 1.06, 1.33], [-0.03, -0.07, 0.77], [0.37, -0.12, 0.34], [0.37, 0.26, -0.19], [-0.13, 0.01, -0.17], [0.22, -0.41, -0.36], [-0.04, 0.00, 0.01], [-0.06, 0.11, -0.02], [0.02, 0.10, 0.17], [-0.03, -0.17, -0.17], [-0.92, 1.48, 0.87], [0.80, 0.19, -0.87], [0.22, -1.39, 0.81], [0.12, 0.67, 0.16], [0.16, -0.39, 0.01], [-0.21, -0.01, -0.04], [0.29, -0.03, -0.10], [-0.17, -0.21, -0.20], [-0.26, -0.13, 0.00], [-0.06, -0.45, 0.05], [0.00, 0.04, -0.38], [-0.23, 0.40, -0.33], [1.34, -2.12, -0.81], [-0.06, 0.81, 1.15], [-0.21, 0.28, -0.46], [-0.34, 0.12, 0.40], [0.02, -0.25, -0.20], [-0.28, 0.12, 0.28], [0.04, 0.31, 0.02], [-0.36, 0.60, 0.22], [0.01, -0.11, 0.34], [0.28, 0.04, -0.35], [-0.06, -0.18, -0.13], [0.12, -0.18, -0.38], [0.30, 3.26, 1.57], [-0.36, -0.67, 0.23], [-0.24, -2.66, 0.28], [0.66, -0.23, -0.66], [-0.27, 0.24, -0.68], [0.44, -0.41, -0.37], [0.18, -0.05, 0.04], [-0.24, -0.23, 0.13], [-0.75, -0.35, 0.00], [-0.39, 0.99, 0.34], [0.51, 0.29, -0.40], [-0.41, -0.28, -0.74], [3.06, -0.19, 0.11], [-1.79, 1.09, 0.23], [0.41, -1.07, -1.45], [-0.58, -0.18, 1.50], [-0.50, 0.27, -0.19], [-0.01, -0.28, 0.39], [-0.34, -0.24, 0.32], [0.11, 0.41, -0.07], [0.43, 0.13, -0.20], [-0.87, -0.11, -0.04], [0.37, 0.18, -0.17], [-0.11, 1.37, -0.59], [-0.95, -1.41, 0.47], [1.27, 1.13, -0.48], [0.51, -0.72, 2.11], [-0.13, -0.33, -1.08], [0.31, -0.03, 0.04], [-0.32, -0.46, -0.03], [-0.20, -0.39, 0.18], [-0.02, 0.37, -0.29], [0.14, 0.06, 0.02], [-0.23, 0.33, -0.15], [-0.22, 0.20, -0.16], [0.03, 0.01, 0.45], [1.50, -0.07, -0.31], [-1.35, 0.28, -0.14], [-0.19, 1.04, 0.48], [0.27, -0.79, -0.58], [0.09, -0.49, -0.15], [0.60, -0.14, 0.24], [0.01, -0.37, -0.31], [-0.41, 0.08, 0.09], [-0.58, 0.28, 0.15], [0.04, 0.35, -0.31], [0.00, -0.01, 0.53], [1.00, -1.63, 1.04], [-1.52, -0.70, -2.05], [0.65, 2.27, 1.77], [0.12, -0.11, 1.35], [-0.26, 0.39, -0.86], [-0.01, 0.32, -0.10], [-0.14, 0.05, -0.53], [-0.33, -0.06, 0.42], [0.56, -0.11, -0.14], [-0.07, -0.28, 0.19], [0.02, -0.29, -0.46], [0.00, 0.35, -0.50], [-1.18, 0.35, -0.93], [1.98, 2.02, 0.19], [-1.19, -0.76, -0.19], [0.74, -0.08, 1.18], [0.10, 0.23, 1.13], [0.25, 0.01, 0.71], [0.01, -0.50, 0.05], [0.14, 0.01, -0.02], [0.18, -0.39, 0.03], [-0.03, -0.57, -0.98], [-1.11, -0.08, -0.20], [0.13, 0.25, -0.72], [0.32, 0.57, -0.13], [-1.09, -1.03, -0.71], [2.02, 0.41, 0.41], [-0.25, 0.40, 0.15], [0.43, -0.71, -0.01], [-0.26, -0.40, 0.00], [0.20, -0.16, -0.17], [-0.37, 0.03, -0.07], [0.56, 0.19, 0.04], [-0.83, 0.68, 0.02], [-0.13, 0.16, -0.16], [-0.54, -0.11, 0.50], [0.66, 0.20, -0.38], [-0.29, -2.64, -0.10], [-0.42, 1.02, 0.96], [0.36, 1.15, -0.43], [0.28, 0.86, 0.03], [-0.30, 0.06, -0.27], [-0.01, -0.19, -0.03], [-0.15, 0.21, 0.01], [0.03, -0.18, -0.16], [0.31, -0.40, 0.57], [-0.21, -0.52, -0.55], [-0.10, 0.14, -0.09], [0.57, -0.97, 0.20], [-2.36, -0.23, -0.23], [1.57, -0.47, -1.13], [-1.50, -1.10, 1.17], [0.82, 0.87, -0.52], [0.00, 0.59, -0.16], [-0.20, 0.46, 0.11], [0.31, 0.10, 0.08], [0.39, 0.15, -0.15], [-0.08, 0.44, 0.13], [0.47, 0.49, 0.50], [-0.14, -0.44, -0.01], [-0.71, 0.96, -0.55], [0.71, -1.31, 0.70], [0.64, 0.19, -0.51], [-0.52, -0.66, -1.39], [-0.36, 1.07, 0.36], [-0.22, -0.12, 0.62], [-0.01, 0.18, -0.19], [0.31, -0.31, 0.13], [0.66, 0.06, 0.44], [-0.23, 0.09, 0.20], [0.41, -0.19, 0.19], [-0.74, 0.11, -0.06]], "mulliken_charge": [-0.294, -0.342, -0.454, 0.220, -1.614, 0.264, 0.509, -0.368, 0.314, 0.758, 0.322, 0.195, -1.042, 0.554, -0.709, 0.620, -0.501, 0.417, 0.072, 0.202, 0.018, -0.019, 0.012, 0.295, 0.064, 0.670, -0.686, 0.126, -1.016, 0.089, 0.391, -0.487, 0.045, 0.321, 0.328, 0.330, -0.156, 0.467, -0.736, 0.187, -1.066, 0.268, 0.495, -0.484, 0.211, 0.370, 0.349, 0.296, -0.985, -0.340, -0.172, -0.024, -0.845, -0.210, 0.819, -0.120, 0.389, 0.174, 0.261, 0.414, 0.422, 0.336, -0.769, 0.286, -1.037, -0.320, -0.046, 0.232, -0.064, 0.331, 0.367, 0.289, -0.758, 0.582, -0.716, 0.444, -0.363, 0.018, 0.424, 0.247, 0.027, 0.496, -0.108, -0.062, 1.365, 0.740, -0.909, 1.451, -0.813, -0.398, 0.100, -1.129, -0.607, 0.256, -0.140, 0.376, -0.872, 0.452, -0.809, -0.191, -0.912, -0.103, 0.472, 0.541, 0.283, 0.250, 0.275, 0.384, -1.373, 0.860, -0.660, 0.603, -1.198, 0.343, 0.383, 0.288, 0.063, 0.574, 0.042, 0.280, -0.278, 0.540, -0.753, 0.598, -1.239, 0.068, 0.568, -0.376, -0.152, 0.279, 0.457, 0.354, -0.704, -1.018, 0.080, 0.292, -1.579, 0.959, 0.248, -0.731, 0.588, -0.122, 0.208, 1.078, -1.146, 0.798, -0.672, 0.694, -0.304, 0.130, 0.313, 0.425, -0.214, 0.026, -0.143, 0.039], "max_force_ev_per_a": 3.6, "homo_ev": [-0.40, -6.95], "s_squared": 0.751, "total_charge": -1, "e_above_lowest_kj_mol": 0.0, "multiplicity": 2}